C4H12BBr4Na3 | ωB97M-V with the def2-TZVPD basis set

Summary:
highest occupied orbital energy (spin up / spin down) = -8.486 / -12.325 eV
multiplicity = 2
Kohn-Sham gap (spin up / spin down) = 4.772 / 8.263 eV
F_max = 4.40 eV/A
charge = +1
LUMO level (spin up / spin down) = -3.71 / -4.06 eV

Geometry (Å):
Na 0.924 -4.101 -0.155
Na 3.233 -1.814 -1.131
Na 2.044 -1.994 2.130
B 0.767 -1.474 -0.291
H 1.015 -1.998 -1.201
H -0.106 -0.879 -0.508
H 0.727 -2.146 0.553
H 1.594 -0.808 -0.100
Br -3.334 1.987 3.212
C -2.920 0.322 2.117
C -1.584 -0.222 2.466
Br -1.781 -1.152 4.232
H -2.886 0.690 1.091
H -3.631 -0.492 2.253
H -0.801 0.489 2.731
H -1.311 -1.014 1.769
Br 2.523 0.382 -3.080
C 0.874 1.503 -3.150
C 0.821 2.101 -1.689
Br 2.093 3.638 -1.473
H 0.009 0.872 -3.353
H 0.997 2.184 -3.993
H 0.893 1.367 -0.886
H -0.158 2.559 -1.547